C7H33NO11 | the ωB97M-V functional and the def2-TZVPD basis

XYZ file:
```
52
Properties=species:S:1:pos:R:3:nbo_charge:R:1
C -0.245 -3.453 2.831 -0.4725
C 0.012 -2.408 2.082 -0.0175
N 0.618 -1.179 2.525 -0.6438
C -0.129 0.014 1.988 -0.2755
C 0.494 2.171 -2.361 -0.3841
C 0.265 1.022 -1.780 -0.2110
C -0.214 0.980 -0.400 -0.2460
C 0.135 0.039 0.454 -0.1747
H -0.195 -3.355 3.975 0.1817
H -0.295 -4.514 2.528 0.2208
H -0.177 -2.417 1.014 0.1916
H 0.661 -1.148 3.563 0.3781
H -1.144 0.057 2.384 0.2220
H 0.423 0.951 2.373 0.2079
H 0.694 3.119 -2.010 0.1967
H 0.805 2.264 -3.351 0.1920
H 0.393 0.053 -2.208 0.2104
H -0.827 1.836 -0.063 0.2118
H 0.845 -0.779 0.236 0.1963
H 2.623 -2.033 -1.172 0.4803
H 3.521 -1.809 -2.229 0.4741
O 3.371 -1.461 -1.380 -0.9667
H 2.722 -0.045 2.538 0.4666
H 3.869 0.176 1.643 0.4655
O 3.576 0.240 2.568 -0.9331
H 3.442 2.274 -0.782 0.4801
H 2.877 0.831 -1.054 0.5242
O 2.732 1.743 -0.787 -0.9632
H -3.494 -0.603 -1.194 0.5057
H -4.028 -1.793 -2.025 0.4677
O -3.377 -1.524 -1.367 -0.9953
H -1.488 -2.840 -1.081 0.4995
H -1.896 -4.256 -1.376 0.4732
O -1.242 -3.792 -0.911 -0.9688
H -0.680 3.988 1.885 0.4710
H 0.141 2.865 1.663 0.5018
O -0.572 3.144 2.201 -0.9375
H -1.850 2.247 1.952 0.5036
H -3.370 1.947 2.367 0.4786
O -2.723 1.902 1.717 -1.0153
H 2.429 -3.898 -1.105 0.4874
H 0.919 -3.617 -1.710 0.5117
O 1.867 -3.650 -1.894 -0.9845
H 1.565 4.278 0.404 0.4790
H 1.831 2.661 0.264 0.5200
O 1.504 3.445 0.805 -1.0089
H -3.633 1.755 -1.335 0.4749
H -3.468 1.328 0.119 0.5136
O -3.883 1.079 -0.743 -0.9836
H -1.304 1.202 -3.577 0.4713
H -2.117 -0.010 -4.008 0.4693
O -1.980 0.975 -4.176 -0.9466
```

Output
**Frontier orbital gap**: 8.95 eV
**HOMO energy**: -0.3203 Eh
**Total energy**: -1168.77204 hartree
**LUMO energy**: 0.23 eV
**Energy relative to the best compared isomer or geometry (same formula, charge and spin)**: 407.31 kJ/mol


C7H37NO12 | the ωB97M-V functional and the def2-TZVPD basis

XYZ file:
```
57
Properties=species:S:1:pos:R:3:nbo_charge:R:1
C 0.091 -0.306 0.369 -0.2155
C 0.922 -1.649 0.398 -0.4356
C 0.855 -2.129 1.844 -0.0316
C 1.673 -3.185 2.138 -0.3706
C -1.062 -2.076 3.392 -0.3774
C 0.068 -1.504 2.933 -0.0362
C 0.613 -0.328 3.783 -0.6525
N -0.360 0.155 -0.938 -0.8718
H -0.716 -0.383 1.111 0.1976
H 0.818 0.348 0.839 0.1739
H 1.889 -1.398 0.010 0.2017
H 0.246 -2.304 -0.158 0.2102
H 1.777 -3.666 3.119 0.2101
H 2.376 -3.558 1.261 0.1877
H -1.593 -1.644 4.359 0.1871
H -1.530 -2.968 3.088 0.2005
H 0.397 -0.236 4.886 0.2287
H 1.646 -0.163 3.565 0.2170
H 0.046 0.534 3.380 0.2296
H -1.373 0.313 -0.993 0.3961
H -0.181 -0.507 -1.656 0.3385
H -4.252 0.323 -1.240 0.5119
H -3.612 0.343 -2.635 0.4756
O -3.415 0.193 -1.705 -0.9867
H -2.153 -3.294 -2.962 0.4876
H -2.659 -1.842 -2.546 0.5081
O -2.130 -2.363 -3.123 -0.9846
H -4.523 2.466 0.281 0.4954
H -3.923 1.223 0.734 0.4837
O -4.799 1.519 0.407 -0.9783
H 0.717 0.785 -2.780 0.4738
H 2.084 1.052 -3.090 0.4708
O 1.256 1.547 -2.972 -0.9516
H -0.329 4.409 0.539 0.4914
H -0.055 4.446 -0.934 0.4674
O -0.871 4.405 -0.296 -0.9590
H 2.435 3.667 -1.414 0.4950
H 1.088 3.585 -0.567 0.4544
O 1.974 3.896 -0.564 -0.9473
H -0.024 -1.989 -3.332 0.5030
H 0.838 -1.471 -4.387 0.4819
O 0.929 -1.861 -3.533 -0.9720
H 1.149 3.055 2.749 0.4877
H 1.224 2.715 1.147 0.5126
O 0.721 3.086 1.877 -1.0025
H -2.064 2.821 0.258 0.4967
H -2.265 3.416 1.532 0.4812
O -2.704 2.798 0.951 -0.9731
H 2.555 -1.434 -2.972 0.5086
H 3.193 -1.284 -1.456 0.4693
O 3.297 -1.091 -2.378 -0.9955
H 0.523 -4.905 -1.601 0.4814
H -0.462 -3.888 -2.308 0.4628
O -0.326 -4.840 -2.037 -0.9464
H 3.353 1.452 0.411 0.5021
H 3.584 1.986 1.949 0.4867
O 3.046 1.732 1.269 -0.9797
```

Output
**Frontier orbital gap**: 9.19 eV
**HOMO energy**: -0.3343 Eh
**Total energy**: -1246.40254 hartree
**LUMO energy**: 0.09 eV
**Energy relative to the best compared isomer or geometry (same formula, charge and spin)**: 461.14 kJ/mol


C7H3AuBF2NO4 | the ωB97M-V functional and the def2-TZVPD basis

XYZ file:
```
19
Properties=species:S:1:pos:R:3:lowdin_spin:R:1
Au -2.172 0.004 0.605 0.8530
O -0.138 3.504 -0.356 0.0336
C -0.584 2.390 -0.222 0.0115
O -1.795 2.092 0.154 0.1717
C 0.277 1.183 -0.528 0.0187
C 1.555 1.206 -1.059 0.0100
C 2.190 -0.002 -1.318 -0.0044
C 1.552 -1.209 -1.061 0.0100
C 0.274 -1.182 -0.530 0.0187
N -0.271 0.001 -0.293 0.2626
C -0.592 -2.386 -0.225 0.0115
O -0.149 -3.502 -0.362 0.0336
O -1.801 -2.085 0.151 0.1718
H 2.006 2.169 -1.254 0.0025
H 3.188 -0.003 -1.735 -0.0002
H 1.999 -2.173 -1.257 0.0025
F -0.681 -0.003 3.104 0.0513
B -1.924 -0.001 2.677 0.2541
F -2.934 -0.002 3.511 0.0873
```

Output
**2S+1**: 3
**Frontier orbital gap (spin up / spin down)**: 7.98 / 6.86 eV
**HOMO energy (spin up / spin down)**: -0.3343 / -0.3786 Eh
**Total energy**: -984.56758 hartree
**LUMO energy (spin up / spin down)**: -1.12 / -3.45 eV
**⟨S²⟩**: 2.009


C7H3BF4MnNO4 | the ωB97M-V functional and the def2-TZVPD basis

XYZ file:
```
21
Properties=species:S:1:pos:R:3:lowdin_spin:R:1
Mn 0.632 -0.636 1.321 3.7906
O -1.689 -2.898 -0.905 0.0104
C -0.947 -2.079 -0.450 0.0087
O -0.383 -2.099 0.754 0.0481
C -0.539 -0.840 -1.212 0.0097
C -0.879 -0.436 -2.480 -0.0039
C -0.317 0.749 -2.956 0.0135
C 0.573 1.488 -2.178 -0.0040
C 0.867 1.020 -0.922 0.0095
N 0.296 -0.099 -0.494 -0.0463
C 1.817 1.571 0.117 0.0084
O 2.434 2.580 -0.056 0.0099
O 1.824 0.807 1.206 0.0477
H -1.556 -1.038 -3.070 -0.0006
H -0.569 1.095 -3.950 0.0007
H 1.036 2.400 -2.530 -0.0006
F -0.834 0.492 2.457 0.0533
B -0.613 -0.280 3.656 0.0041
F 0.720 -1.005 3.198 0.0390
F -0.341 0.464 4.732 0.0014
F -1.533 -1.258 3.763 0.0004
```

Output
**2S+1**: 5
**Frontier orbital gap (spin up / spin down)**: 9.18 / 9.21 eV
**HOMO energy (spin up / spin down)**: -0.4142 / -0.4166 Eh
**Total energy**: -2199.90187 hartree
**LUMO energy (spin up / spin down)**: -2.09 / -2.12 eV
**Energy relative to the best compared isomer or geometry (same formula, charge and spin)**: 0.00 kJ/mol
**⟨S²⟩**: 6.045